{
  "formula": "C49H68Ge2NNaO2PSb2",
  "method": "wB97M-V/def2-TZVPD",
  "total_charge": 1,
  "relative_energy_kcal_mol": 0.0,
  "e_lumo_ev": -1.93,
  "species": ["Sb", "Sb", "Ge", "Ge", "P", "Na", "O", "O", "N", "C", "C", "C", "C", "C", "C", "C", "C", "C", "C", "C", "C", "C", "C", "C", "C", "C", "C", "C", "C", "C", "C", "C", "C", "C", "C", "C", "C", "C", "C", "C", "C", "C", "C", "C", "C", "C", "C", "C", "C", "C", "C", "C", "C", "C", "C", "C", "C", "C", "H", "H", "H", "H", "H", "H", "H", "H", "H", "H", "H", "H", "H", "H", "H", "H", "H", "H", "H", "H", "H", "H", "H", "H", "H", "H", "H", "H", "H", "H", "H", "H", "H", "H", "H", "H", "H", "H", "H", "H", "H", "H", "H", "H", "H", "H", "H", "H", "H", "H", "H", "H", "H", "H", "H", "H", "H", "H", "H", "H", "H", "H", "H", "H", "H", "H", "H", "H"],
  "coordinates": [[0.268672, 0.114896, -3.253729], [-1.952671, 2.887362, -2.222267], [-0.748145, -1.970833, 3.377463], [-0.092127, -2.625240, 1.094749], [-1.672448, 2.896724, 3.690516], [0.462792, 0.821084, 1.846145], [-0.971730, 1.825012, 2.904492], [2.480262, 1.103560, 1.268386], [4.681749, 0.807770, 0.777331], [-0.729949, 3.391523, 5.137801], [-1.930522, 4.380847, 2.715393], [-4.424285, 0.097261, 0.053048], [3.311104, -3.733159, -3.789067], [1.546374, -1.940616, 0.229313], [0.461253, -0.926967, 4.534524], [1.652890, -8.097025, 1.154435], [1.885139, 2.218359, -6.784796], [1.634602, 1.375881, -2.139498], [1.525324, -7.745959, 2.492931], [3.860770, -2.491251, -3.504180], [1.657503, -1.495585, -3.493400], [1.037929, -6.499274, 2.843700], [-1.318011, 5.789101, -1.243025], [-0.487257, 2.037722, -7.110356], [4.796242, -0.499418, 1.402286], [-5.096975, 2.257272, 0.848853], [0.809146, -5.937940, 0.529032], [1.941071, -1.073758, 4.186644], [-3.799228, 6.846626, -1.879937], [1.118317, -2.750069, -3.774293], [5.870474, 1.328791, 0.126506], [1.294407, -7.187426, 0.172293], [-3.659247, -2.419188, 3.248180], [0.524310, 1.127778, -5.113316], [-5.214828, 0.875199, 0.887406], [-3.279381, 2.374229, 4.290418], [0.662157, -5.574964, 1.865366], [-2.294166, 4.953368, -1.778883], [1.105300, 2.746113, -1.719284], [-1.530514, -2.706385, -0.248510], [-1.579656, -3.962836, -1.115149], [1.936886, -3.861781, -3.926846], [-3.363710, 2.085150, -0.825704], [-2.821186, 7.665686, -1.332791], [-3.532175, 5.504465, -2.108769], [-2.591950, -1.540228, 3.891327], [-0.600634, 1.375545, -5.894768], [-0.311600, -3.874919, 3.444257], [3.538900, 1.483614, 0.765082], [2.472825, -3.004712, -0.360677], [-4.176517, 2.857671, -0.002195], [1.768038, 1.555319, -5.571894], [-3.511037, 0.699329, -0.800143], [3.038842, -1.381811, -3.357074], [-0.212108, 2.665889, -0.943120], [-1.578172, 7.136332, -1.021267], [0.136956, -4.240860, 2.225079], [0.755612, 2.461127, -7.554896], [-5.740056, 2.873830, 1.465943], [2.228326, -2.124770, 4.114980], [5.576332, -0.479004, 2.163894], [2.542227, 1.488936, -2.736867], [0.046053, -2.867481, -3.880996], [2.184216, -0.615991, 3.222061], [-3.024429, 8.714392, -1.161425], [2.585133, -0.604142, 4.932113], [1.900510, 0.787406, -1.260161], [-1.395236, -1.823505, -0.882490], [-1.369739, 2.223570, -7.708205], [-0.617735, 2.539402, 5.808381], [3.374830, -2.551784, -0.778067], [-2.766756, -0.483462, 3.677724], [1.991730, -3.546841, -1.175585], [2.098705, -1.335292, 0.947598], [-2.922128, 0.077466, -1.466632], [0.846174, 2.976713, -8.501725], [-2.624244, -1.650341, 4.980743], [-3.790426, 3.194832, 4.794247], [-4.120755, 3.939233, -0.046066], [-0.965681, 4.793217, 2.417504], [0.259619, 3.726395, 4.826712], [0.148753, 0.120213, 4.536529], [1.813115, -8.447128, 3.265272], [-3.878482, 2.036822, 3.444726], [5.657507, 2.304094, -0.305847], [3.849202, -0.764198, 1.861555], [2.773861, -3.736539, 0.390530], [-1.580239, 1.058805, -5.553861], [-0.279553, 1.699832, -0.423938], [-0.805055, 7.773604, -0.611019], [-1.708390, -4.861888, -0.511147], [1.859914, 3.245813, -1.101572], [0.995533, 3.382164, -2.604018], [-0.290897, 3.440678, -0.177998], [-1.227035, 4.201161, 5.672309], [1.393980, -7.448116, -0.873367], [-4.644060, -2.234647, 3.681154], [1.500790, -4.825823, -4.154878], [-0.662534, -4.085085, -1.695032], [-3.437566, -3.479796, 3.377042], [-2.408991, -3.919998, -1.823919], [2.034324, -9.071971, 0.881691], [-4.768311, 7.253952, -2.136836], [-5.939322, 0.406836, 1.541475], [2.858151, 2.541554, -7.131786], [3.493521, -0.421769, -3.139003], [-3.731819, -2.226815, 2.179040], [2.665629, 1.360833, -4.995611], [-2.478837, -2.571238, 0.272542], [0.537854, -5.234180, -0.247466], [5.055012, -1.247174, 0.651320], [4.933860, -2.386101, -3.403338], [-0.333139, 5.406141, -1.001275], [6.680197, 1.432343, 0.849233], [1.223378, -1.260153, -0.567252], [-2.483271, 5.136196, 3.274404], [3.952463, -4.596497, -3.906264], [3.608187, 2.446179, 0.245298], [-3.157195, 1.547347, 4.990420], [-4.541115, -0.977921, 0.041975], [0.276703, -1.303230, 5.545155], [-4.307376, 4.884027, -2.546736], [0.960863, -6.236449, 3.890503], [-2.487622, 4.116009, 1.818303], [6.192034, 0.652152, -0.666467], [-0.366312, -4.567219, 4.281350]],
  "atomic_forces_ev_per_a": [[-0.059, 0.063, 0.080], [0.014, 0.003, -0.058], [-0.104, 0.007, 0.018], [0.037, -0.095, -0.054], [0.002, 0.015, -0.043], [0.099, -0.390, -0.209], [-0.331, 0.266, 0.296], [0.264, 0.146, 0.003], [0.025, -0.022, -0.035], [0.002, 0.022, 0.029], [0.009, 0.028, 0.025], [-0.003, -0.014, 0.019], [0.014, 0.010, -0.026], [0.019, 0.022, -0.055], [0.030, -0.032, 0.022], [-0.011, -0.002, 0.004], [-0.007, 0.000, 0.001], [0.067, 0.051, -0.087], [0.003, -0.012, -0.016], [-0.010, -0.003, -0.076], [0.028, -0.017, -0.008], [0.007, 0.008, -0.003], [0.002, 0.011, 0.008], [0.004, 0.008, -0.001], [-0.005, -0.006, 0.012], [-0.011, 0.010, 0.030], [0.025, -0.020, -0.028], [0.034, -0.003, -0.049], [0.007, 0.001, 0.003], [0.062, -0.021, -0.018], [0.011, 0.005, 0.003], [0.000, 0.004, 0.012], [-0.009, -0.005, 0.007], [0.030, -0.013, -0.052], [-0.013, -0.011, -0.005], [-0.001, 0.004, -0.002], [0.001, -0.002, -0.014], [0.022, 0.021, 0.030], [0.003, -0.031, -0.024], [-0.031, 0.050, -0.049], [0.002, -0.028, -0.007], [-0.003, 0.017, -0.026], [-0.005, 0.009, -0.012], [-0.002, -0.005, -0.003], [-0.015, 0.008, -0.010], [0.002, 0.022, 0.116], [-0.026, 0.019, 0.013], [0.046, 0.031, -0.074], [-0.014, -0.060, 0.014], [-0.030, -0.034, 0.063], [-0.020, 0.027, 0.004], [0.011, -0.038, -0.007], [0.015, -0.031, 0.022], [0.011, 0.034, -0.051], [0.007, -0.041, 0.175], [-0.002, -0.003, 0.002], [-0.020, 0.034, 0.066], [0.006, -0.006, 0.005], [0.008, -0.002, 0.012], [-0.007, -0.011, 0.012], [0.007, 0.008, -0.001], [-0.027, 0.005, -0.018], [-0.049, -0.001, -0.003], [-0.032, -0.003, 0.044], [-0.001, 0.007, 0.002], [0.002, 0.009, 0.011], [0.009, -0.011, 0.091], [-0.017, 0.031, 0.010], [-0.012, 0.000, -0.006], [0.000, -0.013, -0.005], [-0.037, -0.014, 0.050], [-0.008, -0.006, -0.040], [0.010, 0.005, 0.022], [-0.044, 0.003, 0.016], [0.031, -0.019, -0.005], [0.001, 0.006, -0.007], [0.004, 0.033, -0.003], [-0.006, 0.012, 0.000], [0.032, 0.011, 0.048], [0.005, -0.011, 0.008], [0.002, 0.005, -0.008], [0.002, 0.010, -0.009], [0.001, -0.003, 0.005], [-0.020, -0.002, -0.035], [0.006, -0.002, -0.006], [0.089, 0.019, 0.000], [0.002, -0.002, 0.023], [0.004, -0.007, 0.004], [-0.161, 0.055, -0.148], [0.004, 0.005, 0.002], [-0.028, 0.010, -0.001], [0.039, -0.015, 0.020], [0.001, -0.016, -0.027], [0.011, -0.020, 0.009], [-0.012, 0.002, 0.006], [0.000, -0.004, -0.009], [-0.001, 0.009, -0.005], [-0.004, -0.019, -0.002], [0.015, 0.008, -0.028], [0.008, -0.007, -0.001], [-0.001, 0.018, -0.005], [0.004, -0.005, 0.000], [-0.008, 0.007, 0.000], [-0.007, -0.001, 0.000], [0.005, 0.001, -0.003], [-0.007, -0.004, 0.008], [-0.004, -0.002, -0.096], [0.003, -0.013, 0.026], [-0.028, -0.017, 0.021], [0.025, -0.009, 0.031], [-0.005, -0.013, 0.004], [0.011, 0.001, 0.004], [0.002, -0.010, -0.004], [0.009, -0.002, -0.004], [-0.008, 0.004, 0.029], [0.001, -0.002, 0.008], [0.007, -0.012, -0.001], [-0.011, 0.050, -0.018], [0.015, -0.008, -0.011], [0.016, -0.058, 0.034], [0.006, 0.027, 0.002], [0.001, -0.010, -0.007], [-0.001, 0.009, 0.010], [-0.044, -0.018, -0.064], [0.004, 0.004, 0.000], [-0.001, -0.014, 0.026]],
  "mulliken_charge": [0.7208, 1.1264, 0.7472, -0.5119, 0.9533, 2.1539, -1.2429, -0.7737, 0.2464, -1.4179, -0.8749, -0.6764, -0.4284, 2.5527, -0.2273, -0.4528, -0.7032, -0.2359, -0.8151, -0.8082, 0.3411, -0.6852, -0.0738, -0.6029, -0.6523, -0.7556, 0.8274, -1.1190, -0.5920, -0.6266, -0.9245, -1.2014, -1.1092, 0.3524, -0.4799, -0.9902, 0.6404, 0.0581, -0.6769, 0.9899, -1.5352, -0.7048, -0.1209, -0.4876, -0.4688, 0.0062, -0.5482, 0.0137, -0.0874, -1.2801, 0.0287, -0.1486, -0.5901, 0.0329, -1.0536, -0.8245, -0.8714, -0.4215, 0.4219, 0.3382, 0.3693, 0.6417, 0.3707, 0.1067, 0.3974, 0.4857, -0.1951, -0.6328, 0.3977, 0.3511, 0.1940, -0.3380, 0.0570, -0.6398, 0.4139, 0.3876, 0.5348, 0.4663, 0.3875, 0.3311, 0.3532, -0.1316, 0.4030, 0.0825, 0.3014, -0.1107, 0.5343, 0.3656, -0.0870, 0.4071, 0.4217, 0.1256, 0.4262, 0.5588, 0.4308, 0.4365, 0.4282, 0.4524, 0.1953, 0.3313, 0.4254, 0.4046, 0.4030, 0.4210, 0.4067, 0.2446, 0.0470, 0.2056, 0.1425, 0.3460, 0.3272, 0.4545, 0.4165, 0.3424, -1.5639, 0.4834, 0.4164, 0.2026, 0.3615, 0.5996, 0.7053, 0.4149, 0.3711, -0.0358, 0.3280, 0.3677]
}